Record 1
Here is C24H30GaNO5 as an isolated structure at a distorted geometry from the Open Molecules 2025 dataset. Energies are from wB97M-V/def2-TZVPD.

Output
E_tot = -3288.122821 Ha
Frontier orbital gap = 2.31 eV
HOMO energy = 1.823 eV
LUMO level = 4.13 eV

```
! RIJCOSX wB97M-V def2-TZVPD def2/J DEFGRID3
* xyz -2 1
Ga 0.60 0.61 2.50
O 1.15 0.86 0.83
O 0.22 -2.35 -4.74
O 0.85 -0.20 -4.64
O -2.66 0.36 -2.86
O -2.04 -0.58 -4.82
N -0.73 -1.32 4.62
C 1.73 -0.20 0.06
C 0.05 0.00 -1.94
C 2.21 1.08 4.72
C -0.35 3.01 2.07
C -0.25 -0.66 3.76
C 3.25 2.64 3.39
C -3.20 0.04 -5.38
C -1.22 1.90 2.46
C -0.12 3.80 3.21
C -0.64 -0.98 -2.91
C -0.90 -2.28 -2.13
C -1.56 2.12 3.86
C -0.88 3.27 4.30
C 0.17 -1.27 -4.18
C -1.89 -0.34 -3.51
C 2.56 2.43 4.62
C 1.48 -0.50 -5.89
C 2.63 0.41 3.49
C -1.01 -2.39 0.36
C 0.85 -0.89 -1.01
C -2.26 -1.62 0.45
C -0.60 -3.26 1.48
C -0.11 -2.19 -0.78
C 3.31 1.43 2.69
H 1.63 -1.36 -1.64
H -0.73 0.57 -1.41
H -1.11 -4.24 1.43
H -0.54 -3.12 -2.71
H 2.74 -0.67 3.38
H 0.59 -3.04 -0.73
H -2.27 -0.73 -0.20
H 0.73 -0.81 -6.62
H 3.67 3.59 3.06
H 2.20 -1.31 -5.76
H -0.93 3.70 5.30
H 0.67 0.69 -2.51
H -3.25 -0.32 -6.41
H 1.74 0.58 5.57
H -2.27 1.52 4.43
H 2.20 -0.96 0.72
H 2.58 0.33 -0.43
H 0.01 3.19 1.06
H -0.86 -2.84 2.46
H -4.10 -0.23 -4.82
H -1.81 1.30 1.76
H -1.98 -2.42 -1.98
H 0.51 4.68 3.26
H 0.48 -3.47 1.45
H -2.48 -1.31 1.49
H 2.39 3.18 5.39
H 3.83 1.23 1.75
H 1.96 0.43 -6.17
H -3.12 -2.23 0.14
H -3.10 1.13 -5.36
*
```


Record 2
Here is a single C24H30N2O3 molecule from the Open Molecules 2025 dataset. Energies are from wB97M-V/def2-TZVPD.

Output
SMILES string = CCOc1ccc(NC(=O)[C@H](Cc2ccccc2)NC(=O)C2CCCCC2)cc1
E_tot = -1267.833389 Ha
Relative energy (zero: lowest compared OMol25 entry of this formula, charge and spin) = 0.8965 eV
Frontier orbital gap = 8.52 eV
HOMO energy = -7.817 eV
LUMO level = 0.70 eV

```
! RIJCOSX wB97M-V def2-TZVPD def2/J DEFGRID3
* xyz 0 1
O 1.09 1.88 -1.82
O -5.22 -1.81 -0.54
O 1.02 -1.11 1.45
N 0.17 -0.47 -0.57
N 2.08 1.64 0.18
C -0.46 3.19 1.62
C 2.39 0.23 -0.02
C 3.74 -2.69 0.77
C -3.04 -1.96 0.57
C -5.84 -2.65 0.42
C 0.75 4.00 1.15
C 1.38 2.35 -0.73
C 4.25 -3.87 0.27
C -3.36 -0.80 -1.51
C -1.69 -1.62 0.55
C -1.18 -0.87 -0.50
C 5.68 -2.62 -1.20
C 4.18 -1.46 0.29
C -5.55 -4.13 0.19
C -0.23 4.20 -1.13
C -1.46 3.43 -0.67
C 1.01 3.78 -0.34
C -3.88 -1.56 -0.46
C 1.12 -0.56 0.38
C -2.02 -0.46 -1.53
C 3.60 -0.18 0.81
C -1.70 3.61 0.83
C 5.23 -3.84 -0.72
C 5.16 -1.44 -0.70
H 5.63 -4.76 -1.11
H -6.08 -4.73 0.92
H -6.91 -2.46 0.30
H 1.63 3.76 1.76
H -0.40 5.27 -0.99
H -0.06 4.01 -2.19
H -1.63 0.12 -2.34
H -0.63 3.36 2.69
H -2.34 3.76 -1.22
H -1.33 2.37 -0.88
H 6.43 -2.59 -1.97
H 3.28 -0.31 1.85
H -1.92 4.66 1.04
H 0.39 0.10 -1.38
H 2.59 0.09 -1.09
H 5.51 -0.49 -1.08
H -0.29 2.12 1.47
H 0.54 5.06 1.31
H 1.86 4.41 -0.65
H -5.87 -4.41 -0.81
H 4.35 0.62 0.76
H 2.21 1.99 1.11
H 2.97 -2.71 1.53
H -1.05 -1.94 1.35
H -5.55 -2.35 1.44
H 3.90 -4.81 0.65
H -4.02 -0.49 -2.30
H -2.56 3.02 1.14
H -4.48 -4.33 0.28
H -3.40 -2.54 1.40
*
```


Record 3
Here is a single C24H30N2O4 molecule from the Open Molecules 2025 dataset. Energies are from wB97M-V/def2-TZVPD.

Output
SMILES string = COc1ccc(CCN2C[C@H](C(=O)N(C)CCOc3ccccc3)CCC2=O)cc1
E_tot = -1343.032094 Ha
Relative energy (zero: lowest compared OMol25 entry of this formula, charge and spin) = 1.7342 eV
Frontier orbital gap = 8.87 eV
HOMO energy = -8.330 eV
LUMO level = 0.54 eV

```
! RIJCOSX wB97M-V def2-TZVPD def2/J DEFGRID3
* xyz 0 1
O 2.21 -1.80 -1.44
O 4.94 0.29 -0.92
O -4.02 3.12 -0.04
O -2.62 -1.55 2.26
N -1.52 -2.11 0.38
N 2.05 0.42 -1.78
C -3.09 1.39 -1.31
C 4.53 -0.64 1.19
C -4.54 -0.53 0.06
C 3.21 0.39 -2.64
C 1.62 -0.76 -1.25
C 4.46 1.04 -2.01
C 1.35 1.68 -1.64
C -3.97 1.78 -0.29
C -4.88 3.57 0.97
C 3.53 0.61 2.97
C 3.40 1.70 2.13
C -4.70 0.81 0.38
C 3.83 1.63 0.81
C -3.66 -0.93 -0.94
C -3.41 -2.39 -1.19
C -0.37 -2.05 -0.49
C -2.60 -2.99 -0.03
C -0.60 -0.37 1.86
C 0.70 -0.48 1.07
C 4.40 0.46 0.33
C -2.95 0.05 -1.62
C 4.10 -0.56 2.50
C -1.66 -1.40 1.52
C 0.35 -0.71 -0.40
H 1.30 0.42 1.21
H 4.97 -1.54 0.80
H -5.39 1.08 1.17
H 5.27 1.02 -2.74
H -4.35 -2.93 -1.27
H -2.27 -0.24 -2.41
H -0.41 -0.43 2.93
H 1.29 -1.33 1.43
H 2.99 0.90 -3.58
H 3.19 0.68 4.00
H -4.76 4.66 1.00
H -2.87 -2.51 -2.14
H 2.97 2.62 2.49
H 1.96 2.46 -2.08
H 3.73 2.50 0.19
H -3.24 -3.11 0.84
H -0.70 -2.22 -1.52
H -5.93 3.34 0.75
H 4.20 -1.41 3.15
H 0.39 1.66 -2.17
H -1.07 0.60 1.67
H 0.34 -2.85 -0.24
H -4.61 3.15 1.95
H 1.17 1.92 -0.59
H -5.10 -1.27 0.60
H 3.44 -0.66 -2.83
H 4.27 2.08 -1.73
H -2.18 -3.96 -0.31
H -2.54 2.15 -1.83
H -0.32 0.08 -0.74
*
```


Record 4
Here is a single C24H30N2O4 molecule at a distorted geometry from the Open Molecules 2025 dataset. Energies are from wB97M-V/def2-TZVPD.

Output
SMILES string = COc1ccc(CCN2C[C@@H](C(=O)NCCc3ccc(C)cc3)CC2=O)cc1OC
E_tot = -1342.229588 Ha
Relative energy (zero: lowest compared OMol25 entry of this formula, charge and spin) = 23.5715 eV
Frontier orbital gap = 8.43 eV
HOMO energy = -7.995 eV
LUMO level = 0.43 eV

```
! RIJCOSX wB97M-V def2-TZVPD def2/J DEFGRID3
* xyz 0 1
O 3.67 1.30 2.68
O -0.48 -2.62 -1.56
O -1.15 -2.29 1.20
O 0.89 3.03 -1.79
N 4.05 0.80 0.43
N 0.97 1.28 -0.40
C -0.52 1.07 -0.68
C 2.59 -1.94 0.33
C 1.57 2.52 -1.12
C 4.06 -1.71 -0.06
C -2.27 -2.94 0.50
C 0.01 -2.24 0.74
C 3.64 1.51 1.27
C -5.46 0.98 0.35
C 2.16 -1.76 1.52
C 3.08 2.61 -0.71
C 3.90 1.40 -1.03
C 4.92 -0.37 0.41
C -0.15 -2.43 -2.86
C -3.41 2.18 -0.34
C -4.80 0.20 1.21
C -2.63 1.51 0.66
C 1.73 -2.09 -0.95
C -1.23 1.44 0.74
C -3.24 0.18 1.42
C -6.97 0.61 0.22
C 3.12 2.93 0.87
C 0.91 -2.04 1.60
C 0.35 -2.28 -0.66
C -4.80 2.01 -0.04
H 5.03 -0.70 1.67
H -1.97 -3.79 0.00
H -1.10 2.62 0.99
H 1.45 0.90 0.18
H -5.26 -0.79 1.66
H -7.29 1.38 0.83
H -0.70 -0.09 -0.79
H -2.92 3.09 -0.77
H 5.86 -0.26 0.26
H 4.20 -1.66 -1.19
H 3.84 3.78 0.80
H -0.97 -2.75 -3.43
H -7.13 -0.37 0.51
H 0.53 -3.34 -3.15
H -3.01 -3.12 1.08
H -2.88 -0.34 2.11
H 2.10 -2.22 -1.97
H 0.36 -1.86 -3.32
H -5.24 2.52 -0.88
H 0.43 -1.77 2.81
H -0.82 1.74 -1.37
H 4.70 -2.74 0.18
H 2.12 3.12 1.47
H 4.91 1.57 -1.32
H -2.48 -2.27 -0.09
H 2.87 -1.47 2.20
H -7.34 1.01 -0.90
H -0.78 0.95 1.52
H 3.34 3.27 -1.27
H 3.57 0.72 -1.76
*
```


Record 5
Here is a single C24H30N4O2 molecule from the Open Molecules 2025 dataset. Energies are from wB97M-V/def2-TZVPD.

Output
SMILES string = CCOc1ccccc1N1CCN(Cc2c(C)n(C)n(-c3ccccc3)c2=O)CC1
E_tot = -1301.999345 Ha
Relative energy (zero: lowest compared OMol25 entry of this formula, charge and spin) = 2.7416 eV
Frontier orbital gap = 7.51 eV
HOMO energy = -6.918 eV
LUMO level = 0.59 eV

```
! RIJCOSX wB97M-V def2-TZVPD def2/J DEFGRID3
* xyz 0 1
O -4.15 -0.59 -0.10
O 2.68 0.46 -2.19
N -0.56 -1.35 -2.08
N 3.01 -1.15 0.84
N 3.29 -0.10 -0.02
N -1.59 0.62 -0.21
C -2.76 1.35 -0.07
C -0.64 0.06 -2.41
C 1.43 -3.06 0.98
C 4.46 0.66 0.10
C 2.00 -1.89 0.26
C 6.75 0.88 0.80
C -5.15 1.61 0.22
C -4.05 0.78 0.04
C 6.77 2.18 0.32
C -1.48 -1.70 -1.03
C 4.48 1.96 -0.39
C -0.60 1.00 -1.20
C 2.56 -0.25 -1.21
C -5.02 2.98 0.29
C 5.60 0.11 0.68
C 3.02 -0.88 2.26
C 5.64 2.71 -0.28
C -5.68 -1.32 1.67
C -1.42 -0.76 0.18
C -3.76 3.55 0.19
C -5.36 -1.24 0.17
C 0.77 -1.92 -2.03
C -2.66 2.74 0.02
C 1.72 -1.41 -0.98
H -0.44 -0.84 0.66
H -5.78 -0.32 2.09
H -1.60 0.21 -2.92
H 0.40 0.96 -0.73
H -3.64 4.62 0.25
H -2.18 -1.03 0.91
H -6.20 -0.78 -0.38
H -0.78 2.02 -1.54
H 7.63 0.46 1.25
H 0.80 -2.73 1.82
H -1.30 -2.73 -0.71
H 5.60 -0.91 1.03
H 0.17 0.31 -3.09
H 2.08 -0.41 2.59
H 1.23 -1.72 -3.01
H -2.49 -1.64 -1.45
H -4.88 -1.83 2.19
H 2.22 -3.69 1.38
H -1.68 3.19 -0.03
H 5.65 3.72 -0.67
H -5.89 3.60 0.43
H 0.81 -3.65 0.31
H 3.85 -0.21 2.49
H -5.22 -2.25 -0.22
H 7.66 2.77 0.40
H -6.14 1.18 0.29
H 3.15 -1.82 2.80
H 3.60 2.36 -0.86
H 0.65 -3.01 -1.92
H -6.61 -1.86 1.82
*
```


Record 6
Here is a single C24H30N4O5S molecule at a distorted geometry from the Open Molecules 2025 dataset. Energies are from wB97M-V/def2-TZVPD.

Output
SMILES string = COc1cccc(-c2nnc(NC(=O)c3ccc(S(=O)(=O)N(CC(C)C)CC(C)C)cc3)o2)c1
E_tot = -1925.941328 Ha
Relative energy (zero: lowest compared OMol25 entry of this formula, charge and spin) = 3.5217 eV
Frontier orbital gap = 8.68 eV
HOMO energy = -8.513 eV
LUMO level = 0.17 eV

```
! RIJCOSX wB97M-V def2-TZVPD def2/J DEFGRID3
* xyz 0 1
S 1.26 -0.63 -0.88
O -1.15 1.47 3.29
O 1.08 0.66 -1.48
O 2.25 6.37 2.50
O -3.49 -1.90 3.86
O 2.57 -0.95 -0.36
N 0.71 -1.79 -1.94
N -1.05 3.13 4.73
N -2.67 0.09 4.49
N -1.88 2.20 5.23
C 0.50 -1.23 1.70
C -1.74 -0.96 2.52
C -2.16 -0.56 1.25
C -1.92 1.23 4.36
C 1.49 3.31 0.59
C -0.74 -1.80 -5.38
C -1.14 0.13 -3.83
C 0.61 2.70 1.46
C -1.27 -3.81 -0.88
C 2.06 4.54 0.90
C 0.86 4.56 2.99
C -0.41 -1.31 2.74
C -0.06 -4.15 -1.75
C -0.62 2.70 3.59
C 0.30 3.33 2.67
C 3.15 7.04 1.66
C 1.75 5.17 2.10
C -1.24 -0.48 0.22
C -0.69 -1.32 -3.93
C 1.07 -3.13 -1.53
C 0.45 -5.55 -1.43
C -2.72 -1.00 3.65
C 0.08 -0.80 0.46
C 0.73 -1.49 -3.36
H -0.03 -1.24 -5.99
H -0.63 0.73 -4.58
H 4.06 6.45 1.50
H -0.50 -2.86 -5.45
H 0.18 1.75 1.21
H -3.20 -0.30 1.09
H 2.75 4.99 0.20
H 0.62 5.04 3.92
H 1.97 -3.46 -2.07
H -3.28 0.08 5.30
H -2.08 -4.51 -1.07
H 1.26 -2.29 -3.88
H 1.32 -3.09 -0.47
H -1.62 -2.81 -1.10
H -1.53 -0.14 -0.76
H 1.73 2.82 -0.34
H -1.01 -3.86 0.17
H -0.10 -1.63 3.72
H 1.54 -1.47 1.84
H -1.74 -1.65 -5.79
H -2.21 0.22 -4.00
H -1.37 -1.94 -3.33
H -0.90 0.54 -2.86
H -0.36 -4.11 -2.80
H 1.29 -0.56 -3.50
H 0.78 -5.61 -0.40
H 1.29 -5.81 -2.07
H 3.41 7.96 2.18
H 2.70 7.29 0.70
H -0.34 -6.29 -1.59
*
```


Number 1 is which compound? C24H30GaNO5


Which formula does entry 2 have? C24H30N2O3


The highest LUMO level belongs to which entry? C24H30GaNO5